No. 1
C4H8O3 | ωB97M-V/def2-TZVPD

E_tot (eV): -10416.65043
E_HOMO (eV): -10.1
Gap between HOMO and LUMO (Eh): 0.38805
Net charge: 0

Each line ends with the natural charge from an NBO analysis.
Cartesian coordinates (Å):
C (-0.6258, 2.1710, -0.1291)  0.092
O (0.6444, 1.9509, -0.1078)  -0.610
C (0.0222, 0.3616, -0.7058)  0.568
O (0.1055, 0.1833, -1.8847)  -0.565
C (0.5523, -0.5093, 0.4391)  0.037
C (-0.2789, -1.7887, 0.4933)  -0.634
O (1.9076, -0.7683, 0.2085)  -0.680
H (-1.1157, 2.4728, -1.0690)  0.170
H (-1.1434, 2.4990, 0.7882)  0.172
H (-1.1148, 0.8083, -0.2368)  0.101
H (0.4892, 0.0454, 1.3755)  0.209
H (-1.3198, -1.5801, 0.7641)  0.214
H (0.1528, -2.4575, 1.2425)  0.231
H (-0.2691, -2.2936, -0.4789)  0.219
H (1.9935, -1.0946, -0.6990)  0.476

***

No. 2
C4H8O3 | ωB97M-V/def2-TZVPD

E_tot (eV): -10420.15056
SMILES: COC(=O)[C@@H](C)O
E_HOMO (eV): -10.6
Gap between HOMO and LUMO (Eh): 0.41832
Net charge: 0

Each line ends with the natural charge from an NBO analysis.
Cartesian coordinates (Å):
C (2.4333, -0.0562, 0.5188)  -0.264
O (1.0818, 0.3735, 0.4123)  -0.503
C (0.2247, -0.5785, 0.0506)  0.773
O (0.5200, -1.6999, -0.2975)  -0.603
C (-1.1713, -0.0393, 0.2451)  0.000
C (-1.5142, 1.0368, -0.7775)  -0.618
O (-2.1428, -1.0568, 0.2709)  -0.705
H (2.4953, -0.8368, 1.2794)  0.193
H (3.0380, 0.8071, 0.8064)  0.199
H (2.7477, -0.4630, -0.4390)  0.198
H (-1.0738, 0.4382, 1.2134)  0.192
H (-0.8117, 1.8723, -0.7187)  0.219
H (-2.5163, 1.4051, -0.5563)  0.224
H (-1.5073, 0.6134, -1.7822)  0.210
H (-1.8035, -1.8159, -0.2257)  0.487

***

No. 3
C4H8O3 | ωB97M-V/def2-TZVPD

E_tot (eV): -10419.96901
SMILES: C[C@@H](O)COC=O
E_HOMO (eV): -10.4
Gap between HOMO and LUMO (Eh): 0.41405
Net charge: 0

Each line ends with the natural charge from an NBO analysis.
Cartesian coordinates (Å):
C (-0.0979, 1.0070, -1.5974)  -0.622
C (0.3882, -0.0180, -0.5926)  0.066
O (1.7494, -0.2959, -0.8598)  -0.715
C (0.2428, 0.4894, 0.8548)  -0.101
O (-0.9956, 0.0762, 1.4586)  -0.498
C (-1.1619, -1.2387, 1.6126)  0.647
O (-0.3595, -2.0943, 1.3329)  -0.597
H (0.4112, 1.9655, -1.4504)  0.207
H (-1.1758, 1.1611, -1.4755)  0.213
H (0.0978, 0.6582, -2.6145)  0.224
H (-0.2084, -0.9308, -0.7048)  0.178
H (1.9767, -1.0802, -0.3408)  0.475
H (0.2065, 1.5814, 0.8876)  0.199
H (1.0882, 0.1492, 1.4622)  0.196
H (-2.1615, -1.4302, 2.0271)  0.126

***

No. 4
C4H8O3 | ωB97M-V/def2-TZVPD

E_tot (eV): -10419.99047
SMILES: COC(=O)CCO
E_HOMO (eV): -10.5
Gap between HOMO and LUMO (Eh): 0.41953
Net charge: 0

Each line ends with the natural charge from an NBO analysis.
Cartesian coordinates (Å):
C (1.1518, 2.5740, -0.2024)  -0.265
O (0.9977, 1.2847, 0.3941)  -0.501
C (-0.0411, 0.5855, -0.0876)  0.795
O (-0.7281, 0.9722, -1.0046)  -0.605
C (-0.3220, -0.6792, 0.6828)  -0.531
C (-0.4438, -1.9255, -0.1936)  -0.055
O (-1.5063, -2.6944, 0.3435)  -0.720
H (0.2716, 3.1858, 0.0092)  0.193
H (2.0355, 3.0172, 0.2538)  0.195
H (1.2709, 2.4924, -1.2853)  0.198
H (0.3811, -0.8109, 1.5074)  0.229
H (-1.3275, -0.5185, 1.0875)  0.257
H (-0.6549, -1.6199, -1.2277)  0.179
H (0.4942, -2.5040, -0.1866)  0.162
H (-1.6685, -3.4390, -0.2474)  0.471

***

No. 5
C4H8O3 | ωB97M-V/def2-TZVPD

E_tot (eV): -10419.69853
SMILES: C[C@@H](O)[C@@H](O)C=O
E_HOMO (eV): -10.3
Gap between HOMO and LUMO (Eh): 0.40902
Net charge: 0

Each line ends with the natural charge from an NBO analysis.
Cartesian coordinates (Å):
C (-1.0039, 0.7048, -1.3429)  -0.629
C (-0.6428, -0.4217, -0.3924)  0.088
O (0.2462, -1.2992, -1.0548)  -0.719
C (0.0096, 0.0405, 0.9130)  -0.038
O (0.1217, -1.0753, 1.7582)  -0.720
C (1.3973, 0.6073, 0.6685)  0.430
O (2.3467, 0.2131, 1.3077)  -0.534
H (-1.4317, 0.2832, -2.2563)  0.231
H (-1.7449, 1.3718, -0.8902)  0.215
H (-0.1286, 1.2955, -1.6305)  0.207
H (-1.5625, -0.9540, -0.1048)  0.175
H (0.4739, -1.9819, -0.4063)  0.482
H (-0.6024, 0.8372, 1.3746)  0.188
H (1.0133, -1.0232, 2.1466)  0.493
H (1.5081, 1.4017, -0.0905)  0.131

***

No. 6
C4H8O3 | ωB97M-V/def2-TZVPD

E_tot (eV): -10420.48311
SMILES: C[C@@H](O)CC(=O)O
E_HOMO (eV): -10.3
Gap between HOMO and LUMO (Eh): 0.40618
Net charge: 0

Each line ends with the natural charge from an NBO analysis.
Cartesian coordinates (Å):
C (0.5574, -1.6240, -1.0862)  -0.627
C (0.7092, -0.3685, -0.2236)  0.116
O (1.3203, 0.6770, -0.9707)  -0.708
C (-0.6966, 0.0829, 0.2301)  -0.542
C (-0.7272, 1.3543, 1.0262)  0.794
O (-0.6634, 2.4650, 0.5726)  -0.589
O (-0.8348, 1.1288, 2.3511)  -0.681
H (0.2281, -1.3705, -2.0587)  0.211
H (-0.1263, -2.3296, -0.6063)  0.205
H (1.5126, -2.1492, -1.1007)  0.220
H (1.3751, -0.5372, 0.6202)  0.186
H (0.6462, 1.0696, -1.5384)  0.465
H (-1.2525, 0.3131, -0.6865)  0.220
H (-1.2466, -0.7187, 0.7080)  0.236
H (-0.8017, 2.0068, 2.7627)  0.494

***

No. 7
C4H8O3 | ωB97M-V/def2-TZVPD

E_tot (eV): -10414.36754
E_HOMO (alpha / beta) (eV): -9.7 / -9.3
Gap between HOMO and LUMO (alpha / beta) (Eh): 0.30660 / 0.32744
Net charge: 0

Each line ends with the natural charge from an NBO analysis.
Cartesian coordinates (Å):
C (-0.8153, -0.6797, 0.9682)  -0.667
C (0.2105, 0.1909, 0.2912)  0.184
C (0.9608, 1.0732, 1.0250)  -0.260
O (1.4030, -0.9469, -0.3834)  -0.718
H (1.7055, -1.8028, -0.0113)  0.477
H (-1.7425, -0.1179, 1.0995)  0.234
H (-0.4793, -1.0027, 1.9537)  0.224
H (-1.0409, -1.5584, 0.3621)  0.235
H (0.7800, 1.2222, 2.0819)  0.192
H (1.7192, 1.6831, 0.5531)  0.201
C (-0.0981, 0.5134, -1.3246)  0.341
O (-1.4695, 0.7061, -1.5412)  -0.710
O (0.3721, -0.5712, -1.9848)  -0.347
H (-1.8953, -0.1624, -1.4835)  0.473
H (0.3898, 1.4532, -1.6056)  0.140

***

No. 8
C4H8O3 | ωB97M-V/def2-TZVPD

2S+1: 3
E_tot (eV): -10413.14732
E_HOMO (alpha / beta) (eV): -5.9 / -9.1
Gap between HOMO and LUMO (alpha / beta) (Eh): 0.25172 / 0.25032
Net charge: 0

Each line ends with the natural charge from an NBO analysis.
Cartesian coordinates (Å):
C (1.4300, 2.0486, -0.0082)  -0.037
C (-1.4387, -0.3669, -0.5536)  0.423
C (2.2872, 1.0571, -0.7371)  -0.660
C (-1.8355, -2.4272, 0.7087)  -0.255
O (1.1116, 1.9707, 1.1373)  -0.212
O (-1.4092, 0.8902, -0.3895)  -0.654
O (-1.6639, -0.9956, 0.6488)  -0.577
H (1.2466, 2.9416, -0.6201)  0.239
H (1.7680, 0.3368, -1.4958)  0.215
H (2.7782, 0.2484, -0.1490)  0.229
H (3.0063, 1.5763, -1.4147)  0.226
H (-1.5765, -2.8213, -0.2630)  0.204
H (-2.8878, -2.7655, 1.1116)  0.192
H (-1.1243, -2.8172, 1.4635)  0.189
H (-1.6921, 1.1240, 0.5610)  0.478

***

No. 9
C4H8O3S | ωB97M-V/def2-TZVPD

E_tot (eV): -21252.28281
SMILES: CS(=O)(=O)C1(O)CC1
E_HOMO (eV): -10.0
Gap between HOMO and LUMO (Eh): 0.39261
Net charge: 0

Each line ends with the natural charge from an NBO analysis.
Cartesian coordinates (Å):
C (-1.6818, 1.0448, -0.9089)  -0.882
S (-0.0835, 0.4403, -1.3166)  2.124
O (-0.3065, -0.7717, -2.0833)  -0.960
O (0.7657, 1.3793, -2.0059)  -0.932
C (0.6328, -0.0123, 0.3893)  0.032
O (0.6352, 1.1749, 1.1231)  -0.728
C (0.0426, -1.1917, 0.9999)  -0.464
C (1.5768, -1.2739, 0.8472)  -0.381
H (-2.4941, 0.8952, -1.6109)  0.274
H (-1.8827, 0.2905, 0.0549)  0.247
H (-1.6559, 2.0029, -0.4792)  0.243
H (1.0235, 1.9638, 0.7202)  0.503
H (-0.4953, -1.9248, 0.4140)  0.252
H (-0.3410, -1.2276, 1.9906)  0.234
H (2.0806, -1.0200, 1.6876)  0.209
H (2.1835, -1.7698, 0.1781)  0.229

***

No. 10
C4H8O3S | ωB97M-V/def2-TZVPD

E_tot (eV): -21252.11668
SMILES: CO[C@H](CO)SC=O
E_HOMO (eV): -9.7
Gap between HOMO and LUMO (Eh): 0.37102
Net charge: 0

Each line ends with the natural charge from an NBO analysis.
Cartesian coordinates (Å):
C (0.2867, -2.0407, -0.7077)  -0.289
O (-0.6394, -0.9890, -0.7115)  -0.530
C (-0.3024, 0.2381, -0.2090)  -0.089
C (0.5235, 1.1759, -1.0920)  -0.122
O (0.2084, 2.5154, -0.6967)  -0.701
S (0.4522, 0.2460, 1.3707)  0.123
C (-1.0253, 0.1240, 2.5262)  0.318
O (-2.1729, 0.1746, 2.1959)  -0.509
H (-0.1014, -3.1201, -0.8861)  0.214
H (0.6789, -2.3442, 0.3444)  0.192
H (1.1186, -1.6973, -1.5293)  0.174
H (-1.2282, 0.9094, -0.2046)  0.247
H (-0.0296, 1.0287, -2.0258)  0.183
H (1.6348, 0.9831, -1.3383)  0.179
H (1.3020, 2.8634, -0.5597)  0.475
H (-0.7060, -0.0675, 3.5232)  0.135

***

Question: Among the records above, which one has the lowest E_tot?
Answer: number 9

***

Question: Look up the net charge of the tenth one.
Answer: 0